# 1
C47H45BrCl2N7O3Pb | ωB97M-V/def2-TZVPD

Geometry as XYZ:
```
106
Properties=species:S:1:pos:R:3:forces:R:3
Pb 0.8946 0.2718 1.0365 -0.064 -0.194 0.101
O -2.8258 -0.5981 7.0129 0.009 -0.034 0.045
C -2.1755 -0.3240 5.8852 -0.005 0.034 -0.042
C -2.2235 0.9121 5.2338 -0.040 0.021 0.029
C -1.5139 1.0624 4.0640 0.031 -0.028 0.113
N -0.7680 0.0937 3.5158 -0.019 0.100 -0.072
C -0.7416 -1.0590 4.1605 -0.044 0.030 -0.137
Br 0.3180 -2.4245 3.3381 -0.008 -0.008 0.103
C -1.4086 -1.3480 5.3266 0.038 -0.087 0.028
H -3.3204 0.1605 7.3491 0.010 0.002 -0.026
H -2.8063 1.7312 5.6364 0.015 -0.010 -0.026
H -1.5313 2.0095 3.5352 -0.009 -0.018 0.005
H -1.3529 -2.3171 5.8017 0.004 0.033 0.001
Cl 3.7567 1.1053 -3.3255 0.007 0.007 -0.023
C 4.4837 0.5377 -1.8963 0.007 -0.017 0.002
C 5.8404 0.3034 -1.8461 0.030 0.002 -0.019
C 6.4327 -0.1586 -0.6778 0.017 0.004 -0.031
Cl 8.1055 -0.4291 -0.6660 -0.005 -0.002 -0.002
C 5.6616 -0.4020 0.5093 -0.086 0.005 0.046
C 6.2088 -0.8703 1.7159 0.011 0.021 -0.011
C 5.3819 -1.0486 2.7953 0.023 -0.012 0.045
C 4.0221 -0.7558 2.6640 -0.059 0.013 -0.004
N 3.4834 -0.3221 1.5367 0.053 -0.029 -0.045
C 4.2834 -0.1507 0.4718 0.131 -0.051 0.106
C 3.6383 0.3235 -0.7523 -0.146 0.039 -0.008
O 2.4052 0.5416 -0.7967 0.114 -0.002 -0.162
H 6.4515 0.4773 -2.7213 -0.003 0.002 0.001
H 7.2677 -1.0806 1.7863 -0.021 0.000 -0.002
H 5.7655 -1.4048 3.7414 -0.004 0.006 -0.020
H 3.3509 -0.8817 3.5068 0.005 -0.003 -0.019
C 3.9238 3.6153 -0.1104 0.023 0.033 -0.029
C 4.0928 3.1778 1.3206 -0.040 -0.037 0.105
C 5.3549 3.1980 1.9099 -0.015 0.043 -0.041
C 5.5315 2.8638 3.2420 0.046 -0.024 0.002
C 4.4414 2.4931 4.0127 -0.047 0.021 0.039
C 3.1675 2.4303 3.4613 0.031 -0.013 -0.090
C 1.9911 1.9917 4.2833 -0.041 0.010 0.017
C 3.0129 2.7745 2.1167 0.167 -0.027 0.023
N 1.7356 2.6001 1.4909 -0.114 0.175 -0.042
C 1.0301 3.6052 1.1438 0.033 -0.160 0.023
C 1.3282 5.0203 1.5093 -0.036 0.060 -0.038
C -0.1691 3.3324 0.2465 -0.015 -0.192 0.034
C -1.0178 4.4850 -0.1745 0.009 0.037 -0.024
N -0.3405 2.1253 -0.1285 0.035 0.195 -0.006
C -1.3071 1.7763 -1.1263 -0.036 -0.021 -0.098
C -0.9833 2.0059 -2.4680 -0.068 -0.047 0.033
C 0.3055 2.6714 -2.8668 0.029 -0.013 0.023
C -1.8893 1.5791 -3.4345 0.032 0.039 0.007
C -3.0705 0.9508 -3.0777 -0.029 -0.023 -0.026
C -3.3646 0.7341 -1.7410 -0.028 -0.010 0.011
C -2.4860 1.1361 -0.7425 0.021 0.068 -0.043
C -2.8072 0.9165 0.7071 0.037 -0.042 0.040
H 4.8782 3.5727 -0.6348 -0.016 -0.009 -0.002
H 3.5863 4.6539 -0.1646 0.020 -0.017 0.001
H 3.2002 3.0101 -0.6582 -0.021 -0.001 0.003
H 6.2070 3.5061 1.3146 -0.022 0.003 0.009
H 6.5187 2.9053 3.6838 -0.016 0.006 -0.004
H 4.5752 2.2532 5.0609 -0.003 0.002 -0.016
H 2.2705 1.8853 5.3300 -0.006 -0.005 -0.004
H 1.5997 1.0255 3.9469 -0.007 -0.002 0.002
H 1.1635 2.7032 4.2287 0.025 -0.012 0.002
H 2.2109 5.0915 2.1382 0.001 -0.004 -0.002
H 0.4760 5.4480 2.0427 0.013 0.001 -0.012
H 1.4747 5.6285 0.6144 0.001 0.004 0.020
H -1.3989 5.0096 0.7038 0.005 0.000 -0.004
H -1.8539 4.1571 -0.7860 0.003 -0.002 -0.001
H -0.4281 5.2092 -0.7406 -0.011 0.003 0.006
H 1.1621 2.2178 -2.3625 -0.020 0.024 -0.002
H 0.3030 3.7381 -2.6305 -0.003 -0.001 0.013
H 0.4579 2.5859 -3.9414 0.000 0.004 0.003
H -1.6636 1.7536 -4.4798 0.001 0.003 0.020
H -3.7699 0.6441 -3.8450 0.011 0.007 0.013
H -4.2993 0.2631 -1.4590 0.019 0.011 0.001
H -3.7748 0.4303 0.8206 0.004 0.007 -0.001
H -2.8448 1.8587 1.2595 0.008 -0.014 -0.004
H -2.0613 0.2819 1.1981 -0.038 0.023 0.001
C -7.4228 -3.5149 -5.0606 0.006 -0.001 -0.011
C -6.2367 -4.1350 -4.4213 -0.051 0.013 -0.031
C -5.5967 -5.2508 -5.0151 -0.001 -0.035 -0.046
C -4.5110 -5.8233 -4.4326 -0.009 -0.067 -0.090
C -4.0019 -5.3044 -3.2046 0.021 0.048 0.065
N -2.9582 -5.9327 -2.6419 0.076 -0.113 0.006
C -2.4927 -5.8483 -1.2752 0.103 0.120 0.084
O -2.4988 -6.8504 -0.6254 -0.031 -0.031 -0.012
N -2.0868 -4.6322 -0.7931 -0.008 -0.032 -0.059
C -1.4504 -3.5294 -1.4129 -0.013 0.061 -0.030
C -1.1994 -3.3887 -2.7733 0.009 0.004 0.066
C -0.5270 -2.2572 -3.2067 -0.017 0.018 -0.003
C -0.1118 -1.3109 -2.2855 -0.005 0.003 -0.041
N -0.3484 -1.4430 -0.9804 0.085 0.040 0.082
C -1.0073 -2.5168 -0.5608 -0.024 -0.029 0.009
C -4.6212 -4.1679 -2.6107 -0.046 0.097 0.051
C -5.7099 -3.6142 -3.2125 0.027 0.018 0.053
H -8.0049 -4.2452 -5.6210 0.006 0.009 0.005
H -7.0847 -2.7569 -5.7787 -0.007 -0.015 0.004
H -8.0599 -3.0129 -4.3346 0.006 -0.005 -0.003
H -5.9940 -5.6574 -5.9366 0.011 0.008 0.014
H -4.0312 -6.6882 -4.8762 -0.023 0.016 -0.005
H -2.7127 -6.8387 -3.0309 -0.027 0.007 -0.025
H -1.8940 -4.7167 0.1968 -0.009 -0.009 0.022
H -1.4862 -4.1452 -3.4880 0.006 0.005 -0.001
H -0.3108 -2.1188 -4.2575 -0.005 -0.014 0.021
H 0.4309 -0.4264 -2.5969 0.001 -0.028 0.018
H -1.1755 -2.5990 0.5119 0.002 0.004 -0.053
H -4.2435 -3.7780 -1.6759 -0.029 -0.004 -0.028
H -6.2053 -2.7673 -2.7549 0.010 -0.012 0.001
```
Positions in Å, forces in eV/Å.

Results
Lowest unoccupied orbital energy (spin up / spin down)   -9.12 / -9.82 eV
Total charge   +3
Kohn-Sham gap (spin up / spin down)   0.220 / 0.190 Eh
Relative energy (zero: lowest compared OMol25 entry of this formula, charge and spin)   0.000 eV

***

# 2
C41H42P2PdTe | ωB97M-V/def2-TZVPD

Geometry as XYZ:
```
87
Properties=species:S:1:pos:R:3:forces:R:3
Pd 1.5010 1.2438 -0.9501 -0.658 -1.081 -0.293
C 5.8277 1.1235 -1.4660 0.579 -0.520 0.829
C 5.6199 1.5751 -0.2069 1.732 -0.379 -0.779
C 5.7398 2.9663 0.2822 0.042 0.959 -0.182
C 5.2726 4.0321 -0.7435 0.100 0.733 -0.147
C 3.9702 3.6649 -1.4376 -0.085 1.104 -0.890
C 3.8122 2.8162 -2.4657 0.591 0.859 -0.294
C 4.9658 2.5584 -3.3916 0.594 -0.665 0.017
C 6.1883 1.8594 -2.7244 -0.029 0.006 -0.396
C -1.1508 0.2447 -0.7753 -0.471 0.099 -0.490
H 5.8231 0.0426 -1.6300 0.068 0.444 0.417
H 5.7003 0.8578 0.6034 -0.334 -0.241 -0.188
H 6.7701 3.1830 0.6098 -0.059 -0.052 -0.334
H 5.1657 3.0931 1.2048 -0.066 -0.070 -0.193
H 5.0773 4.9640 -0.1726 0.244 -0.378 -0.376
H 6.0827 4.2712 -1.4673 -0.409 -0.233 0.354
H 3.1851 4.3838 -1.1685 0.028 -1.113 0.180
H 2.8683 2.4011 -2.8299 0.132 0.862 0.223
H 5.2967 3.5265 -3.8133 -0.203 -0.400 0.075
H 4.6165 1.9379 -4.2293 0.105 0.178 0.175
H 6.5554 1.1063 -3.4595 0.083 0.571 0.608
H 6.9999 2.5838 -2.5213 -0.370 -0.311 -0.207
H -1.8916 -0.1996 -1.4407 -0.286 0.399 0.172
H -0.7688 1.1979 -1.1858 -0.438 -0.581 0.339
H -1.5302 0.3783 0.2360 -0.032 0.133 -0.156
P 3.0588 0.8994 0.6636 -1.341 0.523 -1.472
P 0.8441 3.4534 -0.8989 -0.952 -1.933 1.023
C 2.7695 2.6458 1.1438 -1.467 1.229 0.517
C 1.9884 3.6158 0.5439 1.311 0.259 0.739
C 3.0629 0.1348 2.3057 0.054 0.060 0.561
C 4.0073 0.5954 3.2396 -0.345 -0.346 -0.034
C 4.1411 -0.0287 4.4779 -0.106 -0.075 0.177
C 3.2768 -1.0686 4.8410 0.062 0.043 -0.266
C 2.3138 -1.5131 3.9233 0.309 0.011 0.277
C 2.2290 -0.9382 2.6556 0.212 0.138 0.126
C 3.7610 -0.5227 -0.3325 0.073 -2.764 -0.373
C 3.4340 -0.7550 -1.6991 0.228 0.357 0.485
C 4.1694 -1.6294 -2.4972 -0.127 -0.080 0.246
C 5.2333 -2.3408 -1.9330 0.127 0.135 0.088
C 5.4810 -2.2392 -0.5620 -0.156 -0.177 0.154
C 4.6742 -1.4326 0.2457 0.104 0.613 -0.516
C -0.7116 4.0543 -0.2100 -0.340 0.172 -0.145
C -1.0609 3.7100 1.1135 0.130 0.551 -0.332
C -2.0532 4.4334 1.7666 -0.237 0.101 -0.208
C -2.7655 5.4318 1.0933 0.091 -0.028 -0.152
C -2.5243 5.6526 -0.2681 -0.245 -0.164 0.228
C -1.5335 4.9430 -0.9346 0.283 -0.193 0.599
C 0.6878 3.6047 -2.7306 0.420 0.769 -0.579
C 0.4061 2.4048 -3.4186 -0.002 -0.003 0.075
C 0.3502 2.3580 -4.8091 0.082 0.343 0.064
C 0.5845 3.5231 -5.5470 -0.252 -0.285 0.158
C 0.7068 4.7414 -4.8818 0.049 -0.022 0.045
C 0.7874 4.7873 -3.4906 -0.178 -0.564 0.246
H 3.2291 2.8944 2.0993 -0.077 0.556 -0.053
H 1.9585 4.6220 0.9658 0.203 -0.145 0.186
H 4.6380 1.4390 2.9736 0.101 -0.150 0.095
H 4.9300 0.2900 5.1633 -0.312 -0.031 -0.167
H 3.3741 -1.5420 5.8269 -0.083 0.212 -0.499
H 1.6538 -2.3372 4.2063 0.159 0.272 -0.177
H 1.5264 -1.3208 1.9197 0.105 0.083 0.156
H 2.5548 -0.2528 -2.1585 0.710 0.031 0.088
H 3.9248 -1.7433 -3.5588 0.032 -0.015 0.432
H 5.8661 -2.9765 -2.5500 -0.146 0.134 0.088
H 6.3135 -2.7820 -0.0995 -0.426 -0.005 -0.245
H 4.7798 -1.4512 1.3324 0.285 0.112 -0.298
H -0.5257 2.9147 1.6277 0.072 0.244 -0.053
H -2.2722 4.2293 2.8111 -0.007 -0.044 -0.152
H -3.5244 6.0213 1.6164 0.291 -0.249 -0.184
H -3.1115 6.3882 -0.8125 0.035 -0.131 0.094
H -1.3733 5.0754 -2.0015 0.063 0.192 0.239
H 0.2402 1.4599 -2.8778 0.071 0.506 -0.234
H 0.0968 1.4167 -5.3001 0.282 0.269 0.086
H 0.6473 3.4615 -6.6335 -0.232 0.168 0.255
H 0.7074 5.6709 -5.4450 0.277 -0.151 0.042
H 0.9010 5.7393 -2.9825 0.093 -0.071 -0.066
Te 0.3037 -1.3050 -0.6957 -0.366 -1.051 0.446
C -1.2861 -2.4098 0.3100 0.599 0.078 -0.417
C -2.1682 -3.1615 -0.4847 -0.354 0.465 0.725
C -3.4446 -3.4244 0.0412 0.456 -0.234 -0.089
C -3.7837 -3.0188 1.3337 0.372 0.064 -0.104
C -2.8471 -2.3589 2.1313 0.569 -0.132 -0.023
C -1.5611 -2.0695 1.6425 -0.801 -0.266 -0.583
H -1.8765 -3.4885 -1.4937 -0.252 0.313 0.530
H -4.1668 -3.9639 -0.5646 0.042 0.034 0.097
H -4.7670 -3.2475 1.7344 0.105 0.102 -0.098
H -3.0962 -2.0723 3.1470 -0.069 -0.056 -0.041
H -0.8091 -1.5549 2.2527 -0.436 -0.100 -0.269
```
Positions in Å, forces in eV/Å.

Results
Lowest unoccupied orbital energy (spin up / spin down)   0.09 / -0.73 eV
Total charge   0
Kohn-Sham gap (spin up / spin down)   0.185 / 0.222 Eh
Relative energy (zero: lowest compared OMol25 entry of this formula, charge and spin)   6.302 eV
Spin multiplicity   3

***

| no. | largest force on an atom (eV/Å) |
| --- | --- |
| 1 | 0.23 |
| 2 | 2.79 |